{"formula": "C30H31F7GaO11S", "method": "ωB97M-V/def2-TZVPD", "species": ["Ga", "S", "F", "F", "F", "F", "F", "F", "F", "O", "O", "O", "O", "O", "O", "O", "O", "O", "O", "O", "C", "C", "C", "C", "C", "C", "C", "C", "C", "C", "C", "C", "C", "C", "C", "C", "C", "C", "C", "C", "C", "C", "C", "C", "C", "C", "C", "C", "C", "C", "H", "H", "H", "H", "H", "H", "H", "H", "H", "H", "H", "H", "H", "H", "H", "H", "H", "H", "H", "H", "H", "H", "H", "H", "H", "H", "H", "H", "H", "H", "H"], "xyz": [[2.98, 0.71, -1.29], [4.76, -0.17, -0.06], [5.69, -3.15, 1.17], [3.40, -2.94, -1.13], [3.86, -3.26, 2.71], [2.88, -0.69, 2.01], [1.78, -3.23, 0.69], [5.20, -0.72, 2.56], [3.48, -4.87, 0.28], [5.13, 9.88, -1.14], [1.77, 3.87, -3.76], [0.64, -9.59, 0.62], [5.56, 1.09, 0.45], [-5.32, 0.81, 1.11], [2.17, 1.65, -4.61], [5.79, -0.95, -0.95], [2.01, 5.63, -1.78], [-1.07, -4.70, 1.83], [-10.14, -0.75, 2.71], [-3.27, -1.20, -0.04], [-8.67, -0.36, 0.91], [3.15, 8.76, -0.54], [-1.20, -0.55, -1.49], [4.27, -2.73, 1.35], [3.22, -3.38, 0.28], [1.34, 1.16, -0.06], [-8.00, 0.03, 3.31], [-1.09, -8.25, 1.49], [-0.42, 0.77, -2.10], [-2.83, -0.91, 1.34], [-1.69, -2.06, 1.72], [4.78, 7.81, -2.22], [-9.03, -0.39, 2.35], [2.73, 6.60, -1.63], [0.25, -8.46, 0.90], [-0.68, -5.83, 1.55], [2.46, 2.56, -3.67], [-7.46, 0.03, 0.51], [0.12, 1.81, -0.95], [1.09, -7.27, 0.66], [-2.74, -0.20, -0.99], [-1.52, -7.02, 1.79], [4.22, -1.10, 1.47], [3.99, 6.74, -2.38], [2.36, 7.69, -0.70], [-6.43, 0.45, 1.48], [4.41, 8.90, -1.29], [3.57, 2.33, -2.47], [-6.79, 0.42, 2.91], [0.66, -6.05, 0.96], [0.54, 2.75, -1.50], [0.45, 0.35, -2.79], [-0.55, -1.02, -0.61], [-2.49, -6.84, 2.23], [1.02, 0.12, 0.42], [4.24, 5.94, -3.05], [2.53, -0.45, -2.30], [-0.73, -1.46, 2.05], [4.61, 2.16, -3.01], [2.89, 9.57, 0.14], [-7.18, 0.06, -0.54], [1.64, 1.88, 0.84], [-3.77, -0.95, 2.05], [3.70, 3.33, -1.83], [1.43, 7.57, -0.16], [1.26, -5.16, 0.79], [2.06, -7.45, 0.22], [-3.42, -0.28, -1.96], [-1.29, -1.32, -2.40], [-2.05, -2.71, 2.63], [-6.02, 0.74, 3.60], [-2.83, 0.91, -0.59], [-8.28, 0.00, 4.36], [1.92, 4.29, -2.86], [-9.44, -0.68, 0.22], [-2.34, 0.17, 1.47], [-1.69, -9.13, 1.66], [-1.39, -2.74, 0.82], [5.71, 7.93, -2.76], [-1.16, 1.37, -2.79], [-0.76, 2.12, -0.23]], "lowdin_charge": [0.3997, 0.7158, 0.0420, 0.0450, 0.0092, -0.0166, 0.0205, -0.0251, 0.0134, 0.0964, -0.0462, 0.0881, -0.4573, 0.0984, -0.0730, -0.4435, 0.0878, 0.0731, 0.0881, -0.2414, 0.0169, 0.0229, -0.1611, -0.1175, -0.1129, -0.3003, 0.0164, 0.0152, -0.2218, -0.2391, -0.1031, 0.0270, -0.3901, -0.3386, -0.3882, -0.3477, -0.3706, 0.0316, -0.2628, 0.0294, -0.2187, 0.0246, -0.2880, 0.0410, 0.0322, -0.3713, -0.3839, -0.1761, 0.0250, 0.0370, 0.0887, 0.0809, 0.0996, 0.1206, 0.0353, 0.1288, -0.0181, 0.0769, 0.0861, 0.1216, 0.1264, 0.0674, 0.1081, 0.0621, 0.1248, 0.0823, 0.1209, 0.1307, 0.1208, 0.0694, 0.1238, 0.1213, 0.1199, 0.0212, 0.1199, 0.1293, 0.1183, 0.0723, 0.1241, 0.1141, 0.1004], "homo_lumo_gap_ev": 5.68, "molar_mass_g_mol": 802.34, "max_force_ha_per_bohr": 0.1575, "e_homo_ev": -6.1, "total_charge": -1}

{"formula": "C5H9NO", "method": "ωB97M-V/def2-TZVPD", "species": ["O", "N", "C", "C", "C", "C", "C", "H", "H", "H", "H", "H", "H", "H", "H", "H"], "xyz": [[2.18, -1.18, 1.27], [-0.63, 1.44, -0.13], [1.41, -0.02, -0.69], [1.66, -0.20, 0.79], [-1.27, -0.81, 0.90], [-1.22, 0.11, -0.31], [0.02, 0.49, -1.03], [-2.30, -0.97, 1.21], [1.61, -0.96, -1.21], [2.14, 0.72, -1.05], [1.34, 0.64, 1.43], [-1.13, 2.16, -0.63], [-2.11, 0.06, -0.94], [-0.76, -0.35, 1.75], [-0.81, -1.78, 0.72], [-0.12, 0.67, -2.10]], "lowdin_charge": [0.0425, 0.0497, -0.1079, -0.2874, -0.0530, -0.3149, -0.2919, 0.0734, 0.1238, 0.1251, 0.1223, 0.0958, 0.1309, 0.0727, 0.0838, 0.1352], "homo_lumo_gap_ev": 10.43, "molar_mass_g_mol": 99.13, "max_force_ha_per_bohr": 0.0093, "e_homo_ev": -9.5, "smiles": "C[C@H]1N[C@H]1CC=O"}